Record 1
The following is a quantum chemistry calculation of one molecule with the formula C3H4OS in a non-equilibrium geometry, from OMol25.

Geometry as ORCA input:
```
! wB97M-V def2-TZVPD RIJCOSX def2/J DEFGRID3
* xyz 0 1
S -1.19124 -1.87130 -0.62629
O 0.85486 0.22619 -2.43855
C 0.27519 0.26105 -1.42654
C 0.30340 0.17367 0.99605
C -0.56810 -0.04410 -0.28402
H 0.39882 1.18438 1.15084
H -1.37452 0.64029 -0.03931
H -0.05235 -0.42949 1.82024
H 1.35394 -0.14068 0.84758
*
```

E_tot (eV): -16055.7024
Gap between HOMO and LUMO (alpha / beta) (eV): 7.1 / 7.1
M (g mol⁻¹): 88.13
Relative energy (zero: lowest compared OMol25 entry of this formula, charge and spin) (kcal/mol): 55.5

=====

Record 2
The following is a quantum chemistry calculation of C28H36N8O5Sr as an isolated structure in a non-equilibrium geometry, from OMol25.

Geometry as ORCA input:
```
! wB97M-V def2-TZVPD RIJCOSX def2/J DEFGRID3
* xyz 0 1
Sr 1.51077 -0.73516 -0.56996
O 2.68739 -2.76554 -0.36703
O 1.75187 -1.94027 -4.27645
O 1.44881 1.49734 -0.58280
O 2.13191 2.90545 -2.20710
O 0.79612 -0.63457 -2.70474
N -1.22933 0.91117 -1.73608
N -3.36220 2.21750 -2.91192
N -0.38554 -2.85859 -0.93676
N 1.68794 0.55574 2.69420
N -0.62294 -0.22977 0.92551
N 2.18902 -0.41509 1.89126
N -1.65075 -2.37307 -0.79918
N 3.44844 -0.13442 -1.75808
C -0.53550 0.99994 1.60606
C 0.58556 1.43508 2.31967
C 2.30978 2.00969 -1.39006
C -2.19853 -2.05790 0.50196
C -1.53494 3.17831 2.10431
C 3.10248 -0.24905 -3.21198
C -0.22652 5.04453 3.22445
C -3.39424 -1.71505 2.94081
C -2.37064 -2.57669 -1.92971
C 3.69255 1.28440 -1.32063
C -1.09206 2.38227 -1.96110
C -1.56097 -3.19489 -2.84446
C 2.29291 0.54423 3.90411
C -1.60452 1.90573 1.56980
C -0.36576 3.63119 2.71675
C 1.77189 -1.03193 -3.46073
C -2.03705 2.82735 -3.05743
C -2.32254 -0.92777 2.56663
C -5.06437 -3.59192 2.50938
C 3.76116 -2.62685 -1.36871
C -3.91406 -2.70247 2.10477
C -0.33941 -3.34475 -2.16580
C 0.67849 2.72852 2.81975
C 4.37594 -1.20517 -1.27106
C 3.23518 -0.45033 3.89648
C -3.26871 -2.85558 0.89200
C -1.67830 -1.03078 1.31110
C 3.12296 -1.01762 2.61709
H -3.87294 2.22189 -3.78372
H -2.39503 3.83768 2.03208
H -1.05620 0.60004 -0.75183
H -5.75533 -3.07123 3.17562
H 1.97442 1.22393 4.67621
H -2.06681 3.92014 -3.03366
H 2.11179 -3.51727 -0.57916
H 4.62559 -1.00076 -0.22727
H 1.60310 3.03274 3.29900
H 4.42908 1.78442 -1.95082
H 0.58677 -3.73936 -2.56105
H -2.52145 1.56928 1.09352
H -2.16392 0.58719 -2.00253
H -1.29029 2.88278 -1.01558
H -3.83310 -1.56233 3.92319
H 3.65684 -1.85329 2.18652
H -1.62948 2.53519 -4.02694
H 3.90679 -0.72042 -3.77872
H 3.88946 -0.73833 4.70132
H -1.17472 5.43025 3.60303
H -0.53740 0.38886 -2.30508
H -5.63729 -3.92447 1.64114
H 3.36744 -2.79016 -2.37538
H 2.93350 0.75531 -3.60391
H 4.52470 -3.37881 -1.18508
H -0.05249 2.56933 -2.22218
H -3.40357 -2.26797 -1.97275
H 4.02766 1.28330 -0.28190
H -3.92534 2.71525 -2.23265
H -1.95652 -0.18712 3.26728
H 0.50233 5.10732 4.03410
H 5.30907 -1.22308 -1.84239
H 0.10633 5.72387 2.43614
H -1.79282 -3.46236 -3.86084
H -4.72588 -4.48994 3.03416
H -3.58659 -3.63510 0.20575
*
```

E_tot (eV): -52617.1570
Gap between HOMO and LUMO (eV): 7.1
M (g mol⁻¹): 652.27
Relative energy (zero: lowest compared OMol25 entry of this formula, charge and spin) (kcal/mol): 29.5

=====

Record 3
The following is a quantum chemistry calculation of C21H30AuBrNO7S4Si as an isolated structure in a non-equilibrium geometry, from OMol25.

Geometry as ORCA input:
```
! wB97M-V def2-TZVPD RIJCOSX def2/J DEFGRID3
* xyz -1 1
Au -0.09919 0.03096 0.93291
Br 1.51002 -3.49560 -2.39201
S 2.20597 -0.24842 1.25951
S -0.40368 -0.94307 3.16098
S 1.49537 -0.95914 5.42096
S 3.80160 -0.19839 3.73956
Si 1.17607 2.96177 -0.38451
O 0.92606 4.29121 0.58646
O -4.03269 -0.71152 -0.66369
O 1.12661 3.53851 -1.92326
O 3.93945 -0.61204 6.33600
O 0.13744 1.80673 -0.07846
O -2.13124 -0.15299 0.31546
O 2.71762 2.42720 -0.18575
N -2.55516 -4.08041 -2.42268
C -2.83598 -0.87072 -0.47598
C 1.16868 -0.74061 3.72008
C 3.98154 3.07284 -0.22384
C 3.23236 -0.59891 5.36825
C -1.29849 3.75066 -2.09009
C -0.34723 -3.26775 -2.10320
C -2.17283 -2.02609 -1.21940
C 0.21601 3.87323 -4.07175
C 0.35069 4.32922 1.90154
C 0.23998 5.71038 -2.36992
C -1.15725 4.13947 1.79989
C 0.95816 3.26396 2.81133
C 2.26343 -0.39868 2.92570
C -1.24053 -4.20319 -2.58846
C -0.80801 -2.16414 -1.40760
C 0.06193 4.21307 -2.59544
C 4.00923 4.20086 -1.24633
C 4.29825 3.61963 1.16376
C -2.99386 -3.01377 -1.76274
C 0.67872 5.71473 2.44136
C 4.98254 1.98394 -0.59841
H -1.39552 3.18940 1.32384
H 0.72970 2.26438 2.44925
H 3.56137 4.36987 1.45016
H -4.06404 -2.90939 -1.63953
H -1.60719 4.15449 2.79478
H 4.71549 1.54842 -1.56066
H 0.23098 5.93029 -1.30268
H 0.54955 3.35837 3.82014
H 0.08019 2.80339 -4.23009
H 2.04123 3.37053 2.86513
H -0.10332 -1.42646 -1.04656
H 0.23643 5.86237 3.42814
H 1.75836 5.84734 2.52248
H 3.72051 3.83907 -2.23223
H 3.31866 4.99847 -0.96879
H 5.28758 4.08211 1.17913
H 5.01760 4.61836 -1.29965
H -0.52094 4.41026 -4.67156
H 4.27885 2.81116 1.89659
H -2.08894 4.21063 -2.68760
H -0.56040 6.27597 -2.85213
H 5.99490 2.38756 -0.66337
H 1.19567 6.03971 -2.78073
H 1.21459 4.14715 -4.41403
H -0.88486 -5.07159 -3.12992
H 0.28926 6.47794 1.76645
H -1.59896 4.94530 1.21021
H -1.39252 2.66745 -2.15060
H 4.96549 1.19094 0.15162
H -1.45130 4.03306 -1.04908
*
```

E_tot (eV): -163048.3348
Gap between HOMO and LUMO (alpha / beta) (eV): 6.0 / 5.4
M (g mol⁻¹): 841.70
Relative energy (zero: lowest compared OMol25 entry of this formula, charge and spin) (kcal/mol): 23.2

=====

Record 4
The following is a quantum chemistry calculation of one molecule with the formula CH3NO2 in a non-equilibrium geometry, from OMol25.

Geometry as ORCA input:
```
! wB97M-V def2-TZVPD RIJCOSX def2/J DEFGRID3
* xyz 0 1
O 1.41290 1.05066 0.17587
O 1.40588 -1.06484 -0.11455
N 0.82891 -0.03736 0.01748
C -0.59253 0.00748 -0.01882
H -0.96745 0.92973 -0.33743
H -1.12731 0.00708 0.95704
H -0.96039 -0.89276 -0.67958
*
```

E_tot (eV): -6667.3780
SMILES string: C[N+](=O)[O-]
Gap between HOMO and LUMO (eV): 11.2
M (g mol⁻¹): 61.04
Relative energy (zero: lowest compared OMol25 entry of this formula, charge and spin) (kcal/mol): 98.8

=====

Record 5
The following is a quantum chemistry calculation of one molecule with the formula C3H4N2O2S in a non-equilibrium geometry, from OMol25.

Geometry as ORCA input:
```
! wB97M-V def2-TZVPD RIJCOSX def2/J DEFGRID3
* xyz 0 1
S 3.35075 0.07439 0.21303
O 3.83098 1.34239 -0.14903
O 4.24381 -1.06476 -0.00958
N 0.38880 1.21755 0.13123
N -0.20338 -1.14672 0.30602
C 1.02439 -1.33520 -0.06545
C -0.64986 0.21174 0.22817
C 1.85472 -0.17361 -0.48707
H 1.38386 -2.46376 -0.06405
H -1.36252 0.27809 1.11964
H -1.31549 0.29113 -0.71444
H 0.45344 1.95046 -0.66429
*
```

E_tot (eV): -21079.4770
Gap between HOMO and LUMO (alpha / beta) (eV): 7.2 / 6.9
M (g mol⁻¹): 132.14
Relative energy (zero: lowest compared OMol25 entry of this formula, charge and spin) (kcal/mol): 169.6

=====

Record 6
The following is a quantum chemistry calculation of a 5-piece molecular cluster, C3H16O4S overall in a non-equilibrium geometry, from OMol25.

Geometry as ORCA input:
```
! wB97M-V def2-TZVPD RIJCOSX def2/J DEFGRID3
* xyz 0 1
S -1.64374 -0.18478 3.16879
O -2.87589 4.02097 2.33414
O 5.50162 0.09671 -4.92635
O -4.49072 0.86010 2.39426
O 2.11128 -1.01034 -5.67635
C -0.86165 -1.30680 1.85638
C 0.36466 -0.60670 1.34869
C 1.16202 -1.34295 0.24550
H -1.62023 -1.37569 1.05169
H 1.91893 -0.64042 -0.04135
H -3.97870 1.60595 2.72676
H -2.16557 3.36668 2.36173
H -0.87691 -2.30816 2.28331
H -5.18151 0.59436 3.01016
H -2.54386 0.26873 2.28175
H 2.06670 -1.73936 -6.30485
H 1.01005 -0.62448 2.24029
H 0.59682 -1.69994 -0.60066
H 5.86466 0.35196 -4.06496
H 0.05520 0.42237 1.07218
H 4.86225 -0.54132 -4.56901
H 1.56892 -2.28557 0.68001
H 2.13390 -0.17045 -6.13718
H -2.97825 4.24915 3.26506
*
```

E_tot (eV): -22394.9692
SMILES string: CCCS.O.O.O.O
Gap between HOMO and LUMO (eV): 9.4
M (g mol⁻¹): 148.22
Relative energy (zero: lowest compared OMol25 entry of this formula, charge and spin) (kcal/mol): 38.3

=====

Record 7
The following is a quantum chemistry calculation of C26H22AsClO2Pt as an isolated structure in a non-equilibrium geometry, from OMol25.

Geometry as ORCA input:
```
! wB97M-V def2-TZVPD RIJCOSX def2/J DEFGRID3
* xyz 2 5
Pt 0.26674 0.64950 -2.02373
As -0.03658 0.06284 0.65799
Cl -1.82200 3.61887 -4.01277
O -2.03336 2.44825 -1.29572
O 2.79432 1.78209 -0.84759
C -2.84931 -0.66333 0.36743
C 1.65960 -0.69618 1.40174
C -2.55563 -3.27465 1.29906
C 0.84481 -1.71469 -2.86575
C 0.52208 0.10735 -4.30391
C 0.77197 1.14505 -5.33327
C 1.50988 -0.70475 -3.62838
C -1.22245 1.77694 -1.73228
C -1.60399 -1.11606 0.81272
C 4.24672 -1.48885 2.12460
C 3.57210 -0.52733 2.88286
C 2.28781 -0.12884 2.51948
C 1.92676 1.34430 -1.44864
C 0.03953 3.52909 3.07599
C -0.56187 -1.52642 -3.01585
C -3.95283 -1.51152 0.41397
C -1.05379 3.37381 3.93257
C -3.80357 -2.81271 0.88928
C -0.50173 1.42152 2.00650
C 3.64226 -2.01896 0.98470
C 2.36533 -1.61188 0.61566
C 0.31625 2.55346 2.11955
C -1.44155 -2.43564 1.24747
C -1.57650 1.25611 2.88929
C -1.85385 2.24068 3.83951
C -0.76806 -0.40743 -3.89326
H -1.69086 -0.02201 -4.28918
H -4.92942 -1.14487 0.07718
H 5.23625 -1.82020 2.41025
H 1.19382 2.64278 1.48515
H 1.78198 0.66155 3.05611
H -1.27548 4.13884 4.67414
H 4.06842 -0.08247 3.75187
H -0.44644 -2.77154 1.52227
H 2.56797 -0.59170 -3.78751
H 4.17608 -2.75475 0.36400
H -2.94092 0.34530 -0.02728
H 1.92634 -1.95508 -0.31352
H -1.33572 -2.16464 -2.59555
H 1.73048 1.64422 -5.14895
H -2.44275 -4.29912 1.66382
H -2.16351 0.34778 2.84288
H 0.68754 4.40284 3.16116
H -0.02960 1.89732 -5.30138
H 1.32264 -2.52489 -2.32359
H -2.70932 2.11166 4.51568
H 0.81575 0.73418 -6.35467
H -4.67236 -3.46582 0.93790
*
```

E_tot (eV): -108000.6978
Gap between HOMO and LUMO (alpha / beta) (eV): 7.8 / 4.3
M (g mol⁻¹): 671.91
Relative energy (zero: lowest compared OMol25 entry of this formula, charge and spin) (kcal/mol): 0.0

=====

Record 8
The following is a quantum chemistry calculation of C26H51F3N2O8S2 as an isolated structure in a non-equilibrium geometry, from OMol25.

Geometry as ORCA input:
```
! wB97M-V def2-TZVPD RIJCOSX def2/J DEFGRID3
* xyz 0 3
S 6.99414 5.51799 1.35707
S 7.39320 8.28886 0.95596
F 7.64984 8.47466 -1.62590
F 8.44159 10.16982 -0.53313
F 9.50141 8.31407 -0.57390
O 6.01355 8.12540 0.61210
O 6.60884 3.74227 -0.22601
O 7.57412 4.78426 0.00414
O 7.69823 9.16316 2.03376
O 7.58034 4.85712 2.48017
O -0.20354 1.36622 -0.86836
O 8.06637 6.87858 1.13247
O -4.25987 -4.76026 0.45818
N -4.03489 -6.03493 0.52389
N -1.22221 0.58279 -1.03182
C -5.68018 -6.64896 2.29723
C 2.81937 3.51217 -1.44695
C 1.53448 4.29911 -1.11362
C -3.60516 0.59813 -1.78684
C -2.04182 -1.71438 -0.46934
C -2.25661 -7.68385 1.14178
C 8.30154 8.87148 -0.55798
C -5.31054 -6.75767 0.81740
C -2.47542 1.39660 -1.11188
C -5.20732 -8.23991 0.41500
C -6.44034 -6.19236 -0.03529
C 5.54560 6.05212 -2.63915
C -2.92614 1.86048 0.27359
C 3.43611 2.98321 -0.15052
C -1.76235 -5.29202 1.14353
C -2.87113 -6.29533 1.42723
C -1.18236 -0.51578 -0.01496
C -1.66357 -0.02819 1.35254
C -4.53016 -7.01339 3.23616
C -2.98827 0.73019 1.29919
C 5.02926 4.92301 -1.72569
C 0.23681 -1.05685 0.11620
C 3.77435 4.32516 -2.35895
C -2.25531 2.60988 -2.00768
C 6.17362 3.89170 -1.58949
C -3.27641 -6.20704 2.89932
H -0.90301 0.62788 1.78885
H 0.92759 -0.31570 0.51379
H 1.18099 3.97815 -0.13323
H -2.01365 -1.83223 -1.55312
H 5.62694 5.64942 -3.65302
H -1.54346 3.31310 -1.58035
H -6.54175 -7.28944 2.49689
H 0.61646 -1.39955 -0.84778
H -4.32316 -8.08580 3.18872
H 7.03491 4.17332 -2.19137
H -1.19919 -7.68660 1.40353
H -7.33743 -6.79237 0.11517
H -2.05598 -4.27395 1.38966
H -2.44040 -6.54040 3.51813
H -4.83235 -8.33853 -0.60440
H 3.19156 5.17627 -2.72373
H -5.99951 -5.62498 2.51587
H 4.89797 6.92545 -2.62708
H -4.82489 -6.80997 4.26716
H 2.50493 2.62992 -2.00933
H -4.57418 -8.83174 1.07019
H 0.23280 -1.90328 0.80258
H -3.20801 1.14556 2.28448
H -2.71311 -8.48561 1.71868
H -1.75274 -0.88621 2.02272
H 3.78556 3.76843 0.51912
H 4.85612 5.35134 -0.73706
H -1.66327 -2.63911 -0.04036
H -6.68245 -5.16547 0.22992
H -1.46548 -5.32124 0.09347
H 4.30571 2.36002 -0.37659
H -3.20070 3.13605 -2.13723
H -3.45602 -5.15907 3.16054
H -6.18414 -6.22226 -1.09515
H -0.88726 -5.52921 1.74824
H 4.04135 3.76347 -3.25801
H -4.43798 1.26441 -2.01165
H 2.73063 2.31363 0.33994
H -3.26271 0.16241 -2.72620
H -3.90353 2.33995 0.18765
H -1.89447 2.31002 -2.99276
H 6.56375 6.33023 -2.36305
H 1.74443 5.36958 -1.10311
H 0.72375 4.07606 -1.80575
H -3.08188 -1.64676 -0.15736
H -2.32858 -7.93459 0.08327
H -4.01154 -0.19837 -1.17001
H 5.82287 2.88944 -1.83161
H -3.81227 0.04973 1.06902
H -6.19574 -8.69734 0.45283
H -2.23666 2.62838 0.63948
*
```

E_tot (eV): -76964.7481
Gap between HOMO and LUMO (alpha / beta) (eV): 8.8 / 9.5
M (g mol⁻¹): 640.83